Entry from the Open Molecules 2025 dataset: C22H45As3BrCsN3S2 as an isolated structure in a non-equilibrium geometry (ωB97M-V/def2-TZVPD).

Geometry as XYZ:
```
77
Properties=species:S:1:pos:R:3:mulliken_charge:R:1
Cs -2.3142 -1.0267 -0.1203 0.776
C -1.0782 -4.3746 4.5901 -1.374
C -1.7613 -3.3680 3.6345 0.165
S -1.2345 -3.4048 2.0621 -0.499
C -2.8327 -2.4829 4.0918 0.090
C -2.9957 -2.4504 5.6152 -1.125
S -3.6506 -1.4738 3.1071 -0.503
H -0.3468 -4.9938 4.0683 0.331
H -1.8263 -5.0541 5.1113 0.274
H -0.5483 -3.8782 5.4010 0.251
H -2.0375 -2.0942 6.0933 0.185
H -3.2795 -3.4460 6.0166 0.230
H -3.7779 -1.7533 5.8935 0.318
C 0.8628 -0.0702 1.2316 -0.488
As 2.0626 -1.2663 0.2608 0.229
C 2.5010 -2.2603 1.9518 -1.029
C 3.6316 -0.0135 0.1724 -1.553
C 4.1534 0.2220 -1.2551 3.179
C 4.3068 -1.0512 -2.1148 -2.201
C 3.2371 1.1958 -2.0334 -2.182
As 1.2321 0.9324 -1.9759 0.579
C 0.7111 2.7487 -2.3552 -0.767
C 1.0893 0.4215 -3.8876 -1.330
C 5.5060 1.0219 -1.0568 -1.991
As 7.3184 0.3290 -0.6929 0.312
C 7.7212 -0.8983 -2.2239 -1.021
C 6.8707 -1.1632 0.5321 -1.148
H 1.3363 0.4264 2.0861 0.397
H 0.0532 -0.6913 1.6293 0.245
H 0.4271 0.6788 0.5115 -0.360
H 2.8842 -1.5082 2.6524 0.379
H 3.2969 -2.9703 1.6315 0.342
H 1.5652 -2.7589 2.2411 0.161
H 4.3762 -0.5150 0.8174 0.402
H 3.2618 0.9140 0.6263 0.474
H 3.3691 -1.3413 -2.5378 0.441
H 4.7179 -1.8416 -1.5453 0.332
H 5.0002 -0.8482 -2.8960 0.534
H 3.4935 1.2927 -3.0754 0.652
H 3.3455 2.2494 -1.6279 0.503
H 1.0413 2.9886 -3.3678 0.405
H 1.1479 3.5004 -1.6515 0.361
H -0.4026 2.7529 -2.3179 -0.058
H 1.6825 1.0534 -4.5412 0.404
H 0.0411 0.4212 -4.1566 0.426
H 1.4703 -0.6283 -4.0386 0.331
H 5.3560 1.7133 -0.2066 0.432
H 5.6176 1.6791 -1.9536 0.552
H 6.9628 -0.6820 -2.9692 0.255
H 7.7217 -1.9211 -1.8659 0.280
H 8.7273 -0.6459 -2.5770 0.404
H 6.6492 -0.8008 1.5275 0.349
H 7.8110 -1.7446 0.5775 0.381
H 6.1022 -1.8323 0.1063 0.255
N -2.4657 1.7766 1.3366 -0.239
C -3.3490 2.8540 0.9292 -0.203
C -2.9791 3.3714 -0.4419 -0.789
N -3.0658 2.2459 -1.4057 -0.189
H -2.5605 1.5957 2.3594 0.170
H -1.5414 2.1142 1.1670 0.075
H -3.2550 3.7463 1.6129 0.324
H -4.3483 2.4869 0.8546 -0.058
H -2.0040 3.8390 -0.4615 0.489
H -3.7174 4.1663 -0.6752 0.299
H -2.7189 2.5269 -2.2880 0.244
H -4.0629 1.9876 -1.4106 0.094
Br -10.5820 -0.0118 -1.9319 -0.168
C -8.7407 0.3999 -1.6569 0.387
C -7.8230 0.3135 -2.7107 -0.599
C -6.5408 0.7464 -2.4958 -0.320
N -6.1177 1.1756 -1.3089 -0.291
C -6.9709 1.2600 -0.3104 -0.139
C -8.3217 0.8582 -0.4428 -0.643
H -8.1192 -0.0496 -3.6626 0.413
H -5.7613 0.5947 -3.2355 0.379
H -6.5417 1.6282 0.6101 0.394
H -8.9890 1.0860 0.3719 0.386
```

Properties
LUMO energy: 0.0551 Eh
gap between HOMO and LUMO: 0.08617 Ha
net charge: -1

Entry from the Open Molecules 2025 dataset: C22H45BBeF2N3O14Pb as an isolated structure in a non-equilibrium geometry (ωB97M-V/def2-TZVPD).

Geometry as XYZ:
```
89
Properties=species:S:1:pos:R:3:mulliken_charge:R:1
Be -2.5960 3.8170 -1.0737 1.283
Pb 0.7033 1.6642 -2.1423 2.073
O -1.4564 0.6778 -3.3118 -0.669
C -2.6545 0.3461 -3.3785 0.525
O -2.9884 -0.8640 -3.6790 -0.659
B -4.4358 -1.0583 -3.7173 1.047
O -4.9748 0.3559 -3.4546 -0.372
C -3.9578 1.1367 -3.2452 0.312
O -3.9557 2.3149 -2.8519 -0.631
O -4.8756 -2.0230 -2.6904 -0.429
C -5.2873 -3.1867 -3.2583 0.526
O -5.6234 -4.2692 -2.7952 -0.548
C -5.3616 -2.8628 -4.8251 0.666
O -4.9248 -1.6530 -4.9634 -0.493
O -5.7475 -3.5810 -5.7286 -0.585
F -1.4336 1.6630 -0.5803 -0.664
F -0.4341 3.9051 -2.2016 -0.750
C -2.2182 -0.0612 2.8553 -0.473
O -1.5721 0.2648 4.0544 -0.304
C -1.8695 -0.5804 5.2027 -0.588
C -1.5343 -2.0655 5.1049 -0.356
N -1.5293 -2.5884 6.4541 -0.364
C -1.6611 -4.0473 6.4516 -0.754
C -0.2627 -4.6620 6.5456 -0.452
O 0.6828 -3.9957 7.3844 -0.439
C 0.5790 -4.2547 8.7519 -0.773
H -3.2970 -0.0695 3.0171 0.451
H -1.9373 -1.0448 2.4696 0.220
H -1.7736 0.5237 2.0498 -0.042
H -2.9049 -0.2959 5.3890 0.335
H -1.0970 -0.1804 5.8595 0.194
H -0.6899 -2.3462 4.4721 0.218
H -2.3688 -2.5749 4.6197 0.360
H -0.5874 -2.6144 6.8249 0.361
H -2.2529 -4.4719 5.6394 0.415
H -2.4212 -4.1362 7.2303 0.335
H 0.1367 -4.5884 5.5344 0.367
H -0.4694 -5.6857 6.8615 0.374
H 1.2307 -5.0937 9.0069 0.314
H -0.3722 -4.7050 9.0401 0.318
H 0.8880 -3.4773 9.4496 0.285
C -0.1024 -1.6693 -0.8602 -0.733
O 0.8151 -0.7553 -1.5125 0.151
C 1.4905 -1.3205 -2.6581 -0.730
C 2.8929 -0.7481 -2.9504 -1.167
N 2.7695 0.6748 -3.4362 -0.141
C 2.5676 0.7622 -4.8890 -0.893
C 1.8858 2.1522 -5.1999 -0.738
O 0.6209 2.3333 -4.5807 0.259
C -0.3907 2.7955 -5.4896 -1.090
H -0.8520 -2.0602 -1.5492 0.430
H -0.6735 -1.1690 -0.0794 0.045
H 0.5383 -2.4782 -0.5093 0.294
H 0.8279 -1.2876 -3.5237 0.383
H 1.7745 -2.3569 -2.4683 0.539
H 3.4706 -1.4184 -3.5887 0.488
H 3.5703 -0.7282 -2.0956 0.417
H 3.7403 0.9565 -3.3845 0.321
H 1.9459 -0.0691 -5.2203 0.305
H 3.4888 0.8687 -5.4626 0.419
H 1.7269 2.2479 -6.2746 0.509
H 2.4233 3.0453 -4.8798 0.284
H -1.3928 2.8131 -5.0625 0.133
H -0.4954 2.1771 -6.3819 0.446
H -0.1687 3.8105 -5.8212 0.354
C 1.6676 -0.7188 3.0366 -0.777
O 1.9967 -0.0248 1.8451 -0.488
C 1.2218 1.1918 1.8157 0.251
C 2.1674 2.2188 1.0786 -1.083
N 2.5776 1.7789 -0.2623 0.201
C 3.4816 2.7275 -0.8723 -0.388
C 2.8690 4.0517 -1.3712 -1.107
O 2.4341 4.0120 -2.6942 0.021
C 2.1777 5.3246 -3.2339 -0.984
H 2.2188 -1.6561 3.1237 0.408
H 0.6232 -1.0323 3.0202 0.163
H 1.9596 -0.2185 3.9608 0.391
H 1.1208 1.6032 2.8203 0.648
H 0.2680 0.9459 1.3486 -0.428
H 3.0256 2.4005 1.7267 0.327
H 1.6013 3.1468 0.9908 0.429
H 3.0811 0.9067 -0.1668 0.032
H 3.5551 2.2065 -1.8296 -0.091
H 4.5323 2.6872 -0.5834 0.617
H 3.6945 4.7647 -1.3326 0.469
H 2.0786 4.4018 -0.7053 0.514
H 2.9843 6.0278 -3.0193 0.419
H 1.2549 5.7746 -2.8689 0.251
H 2.2404 5.2717 -4.3205 0.286
```

Properties
LUMO energy: -0.2912 Eh
gap between HOMO and LUMO: 0.10088 Ha
net charge: +1

Entry from the Open Molecules 2025 dataset: a 6-piece molecular cluster, C22H45BrFNO7 overall in a non-equilibrium geometry (ωB97M-V/def2-TZVPD).

Geometry as XYZ:
```
77
Properties=species:S:1:pos:R:3:mulliken_charge:R:1
C 2.7296 2.4818 -1.0220 -0.885
C 2.0378 2.6139 0.2177 -0.206
C 1.0757 2.4844 1.5400 0.565
Br 1.4921 4.1942 2.5186 -0.039
C -0.4524 2.5006 0.8740 -0.003
C -1.0490 3.9134 0.2961 -0.597
C -1.5632 3.6931 -1.2794 -0.001
F -2.4947 2.5456 -1.4316 -0.356
O -1.3084 1.6791 1.7650 -0.408
C -0.5169 0.4390 1.9898 0.094
O -0.9273 -0.8303 1.9451 -0.503
C 0.9817 1.0732 2.3684 1.131
C 0.8062 1.3185 3.9842 -0.804
C 2.1991 1.5746 4.8063 -0.902
C 2.0755 -0.1188 2.1113 -0.534
C 2.0790 -0.7618 0.6053 -0.257
N 1.3542 -1.8414 0.1651 -0.388
H 3.4751 2.3299 -1.9189 0.332
H -0.4140 1.8049 -0.0936 0.317
H -0.2726 4.7949 0.2430 0.296
H -2.0118 4.1616 0.9283 0.266
H -2.0445 4.7242 -1.6110 0.159
H -0.5727 3.4892 -1.8970 0.144
H 0.2705 0.3820 4.4807 0.407
H 0.0723 2.2325 4.1846 0.323
H 2.5552 2.7001 4.8197 0.241
H 1.9675 1.3080 5.9463 0.329
H 3.0988 0.8933 4.4982 0.249
H 3.1897 0.1937 2.3953 0.352
H 1.7902 -0.9978 2.8668 0.169
H 2.8178 -0.2561 -0.1837 0.224
H 1.5733 -2.0118 -0.8528 0.173
C -0.1742 -5.7369 0.8464 -1.023
C -0.5717 -5.2024 -0.5140 0.223
O -1.0276 -3.8629 -0.3946 -0.440
H -1.0227 -5.6992 1.5374 0.237
H 0.1755 -6.7704 0.7723 0.364
H 0.6214 -5.1260 1.2853 0.307
H -1.3816 -5.8022 -0.9394 0.363
H 0.2750 -5.2247 -1.2071 -0.195
H -0.2983 -3.3369 -0.0239 0.254
C 0.5729 -5.8113 -4.9403 -0.891
C 1.9263 -5.6422 -4.2816 -0.259
O 1.9368 -4.4629 -3.4907 -0.505
H 0.3407 -4.9462 -5.5700 0.258
H 0.5496 -6.7139 -5.5575 0.325
H -0.2189 -5.8786 -4.1871 0.268
H 2.7118 -5.5533 -5.0378 0.279
H 2.1601 -6.4974 -3.6400 0.258
H 1.2414 -4.5554 -2.8170 0.227
C 1.6509 2.9520 -4.8921 -0.943
C 0.8399 4.2238 -4.7531 -0.275
O 0.9635 4.7362 -3.4346 -0.484
H 1.3116 2.1990 -4.1734 0.249
H 1.5626 2.5417 -5.9020 0.357
H 2.7081 3.1416 -4.6797 0.262
H -0.2188 4.0257 -4.9448 0.282
H 1.1817 4.9864 -5.4598 0.317
H 1.9062 4.9168 -3.2774 0.273
C -5.0131 5.2998 -1.5114 -0.924
C -4.8705 6.5597 -0.6829 -0.207
O -4.9282 7.7024 -1.5239 -0.537
H -4.2191 5.2416 -2.2630 0.211
H -4.9662 4.4093 -0.8783 0.276
H -5.9648 5.2978 -2.0528 0.417
H -3.9092 6.5680 -0.1609 0.202
H -5.6685 6.6316 0.0626 0.285
H -5.7891 7.6903 -1.9764 0.308
C 0.2309 -5.8866 4.8708 -0.857
C 0.1651 -4.5408 5.5628 -0.290
O 0.5284 -3.5106 4.6556 -0.423
H 1.2398 -6.0740 4.4891 0.247
H -0.0421 -6.6923 5.5582 0.371
H -0.4453 -5.9131 4.0101 0.168
H 0.8580 -4.5110 6.4088 0.270
H -0.8439 -4.3404 5.9361 0.263
H -0.0982 -3.5402 3.9123 0.245
```

Properties
LUMO energy: -0.0007 Eh
gap between HOMO and LUMO: 0.36037 Ha
SMILES: [H]/N=C/C[C@]1(CC)C(=O)O[C@@H](CCF)[C@]1(Br)C#C.CCO.CCO.CCO.CCO.CCO
net charge: 0

no.,E_HOMO (eV),total energy (Eh),M (g/mol)
1,-0.85,-11127.2879,853.332
2,-10.67,-2514.7122,840.629
3,-9.83,-4120.1316,534.504